# 1
15
Properties=species:S:1:pos:R:3:forces:R:3 method="wB97M-V/def2-TZVPD" smiles=O.O.O.O.O e_homo_ev=-10.732 fmax_ev_per_a=0.25 orbital_gap_ha=0.3954 charge=0
O -5.400040 13.827534 -9.837467 0.1 -0.1 0.0
H -4.697799 13.514362 -9.245654 -0.1 0.1 0.0
H -6.216485 13.497440 -9.453064 0.0 0.0 0.0
O -5.530070 13.677393 -4.380719 0.0 -0.1 -0.1
H -4.703496 13.195054 -4.284427 0.0 0.0 0.1
H -6.215515 13.002679 -4.336487 0.0 0.0 0.0
O -0.859986 15.047919 -7.694072 0.0 -0.1 0.0
H -1.199702 15.061383 -6.793780 0.0 0.1 0.0
H -1.614654 15.308432 -8.234923 0.0 0.0 0.0
O -1.300613 11.284543 -9.698232 0.0 0.1 0.2
H -1.519341 10.815992 -8.886200 0.0 -0.1 -0.1
H -0.360194 11.481775 -9.626708 0.0 0.0 0.0
O -3.315380 13.183439 -7.859940 0.1 -0.1 0.1
H -3.453697 12.827180 -6.977628 -0.1 0.0 0.0
H -2.400713 12.969468 -8.090858 -0.1 0.0 -0.1

# 2
15
Properties=species:S:1:pos:R:3:forces:R:3 method="wB97M-V/def2-TZVPD" smiles=O.O.O.O.O e_homo_ev=-11.054 fmax_ev_per_a=5.44 orbital_gap_ha=0.4154 charge=0
O -1.183982 1.620726 0.765859 0.0 0.0 -1.6
H -1.880538 1.701756 0.108978 -1.5 0.2 0.7
H -0.573943 1.570154 0.005106 1.5 0.1 0.7
O 0.456494 1.830988 -1.452157 0.5 -0.5 -0.6
H 1.424137 1.934403 -1.340685 -0.8 -0.2 -0.2
H 0.343213 1.178711 -2.176100 0.4 0.5 0.6
O 1.816313 -0.897022 -2.197741 -0.9 2.1 0.3
H 1.093634 -1.099943 -1.558143 1.6 -1.1 -0.9
H 2.388593 -1.515255 -2.649405 -0.7 -0.9 0.7
O 0.151224 -2.367185 0.422109 1.5 -1.9 -2.8
H -0.089571 -1.849562 1.137521 -1.4 1.6 1.9
H -0.461774 -2.346347 -0.324940 -0.2 0.3 0.9
O -1.188932 -0.180057 2.728171 4.1 -3.6 0.0
H -1.909560 0.341353 2.771435 -3.6 2.8 0.0
H -0.743131 0.025132 1.896312 -0.5 0.5 0.3

# 3
15
Properties=species:S:1:pos:R:3:forces:R:3 method="wB97M-V/def2-TZVPD" smiles=O.O.O.O.O e_homo_ev=-11.469 fmax_ev_per_a=3.88 orbital_gap_ha=0.4351 charge=0
O -2.311105 -1.711977 -0.381023 1.6 -0.3 -0.5
H -3.138375 -1.525927 0.000874 -2.0 -0.2 0.8
H -1.971439 -0.817540 -0.361647 0.1 0.7 -0.6
O -2.188442 1.255578 -0.099776 1.1 0.2 -0.4
H -2.537597 2.075673 0.253685 -0.3 0.0 0.2
H -1.262140 1.511829 -0.322686 -0.5 -0.3 0.3
O 0.807544 1.613094 0.185797 -3.2 -0.6 2.1
H 1.553209 1.659436 -0.321776 3.0 0.3 -1.9
H 0.785474 0.714178 0.604899 0.0 0.5 -0.2
O 0.268145 -0.924392 1.041251 -0.6 0.7 0.1
H 0.960673 -1.504807 0.720397 -0.2 -0.3 -0.3
H -0.577816 -1.042547 0.557296 1.1 -0.7 0.5
O 3.097367 -0.700433 -0.341499 0.1 1.1 -1.2
H 4.011182 -0.408480 -0.575360 -1.1 -0.4 0.3
H 2.503313 -0.193678 -0.960429 1.0 -0.9 0.9

# 4
15
Properties=species:S:1:pos:R:3:forces:R:3 method="wB97M-V/def2-TZVPD" smiles=O.O.O.O.O e_homo_ev=-10.842 fmax_ev_per_a=0.63 orbital_gap_ha=0.4027 charge=0
O 0.366521 -0.897064 0.791937 0.0 0.1 0.3
H 0.155371 0.035771 0.830430 0.0 0.4 -0.1
H 0.984373 -0.973459 0.064850 0.2 -0.1 -0.4
O 1.022654 1.974948 -2.187903 -0.1 0.5 0.1
H 1.265298 1.051055 -2.126459 0.0 -0.5 0.0
H 1.389681 2.264428 -3.023204 0.0 0.2 -0.2
O -1.197241 -1.930775 2.777232 -0.5 -0.1 0.4
H -0.755031 -2.238340 3.568488 0.0 -0.1 0.2
H -0.528398 -1.433578 2.306384 0.3 -0.1 -0.5
O 1.839626 -0.673199 -1.928391 0.0 -0.1 0.3
H 1.698922 -1.356887 -2.583381 -0.2 -0.2 -0.2
H 2.789727 -0.639330 -1.817119 0.4 0.1 0.1
O -2.889661 1.733657 0.760441 0.1 0.1 -0.2
H -2.479084 1.070558 1.315377 0.0 -0.3 0.1
H -3.662759 2.012215 1.251319 -0.2 0.1 0.1

# 5
15
Properties=species:S:1:pos:R:3:forces:R:3 method="wB97M-V/def2-TZVPD" smiles=O.O.O.O.O e_homo_ev=-10.645 fmax_ev_per_a=1.61 orbital_gap_ha=0.4090 charge=0
O 0.869928 1.040437 -2.009534 -0.2 -0.7 0.9
H 0.234677 0.752160 -1.305345 0.6 0.5 -0.9
H 0.356541 1.598984 -2.592118 -0.2 0.2 0.1
O -0.430272 -0.697899 0.174376 -1.5 0.5 0.2
H -0.912496 -1.001922 0.963775 0.7 0.2 -0.5
H 0.452615 -1.065396 0.114655 0.4 -0.6 0.2
O -0.784422 0.597546 2.994303 0.1 -0.1 0.5
H -0.023926 0.040135 3.178880 0.3 -0.2 -0.4
H -0.993142 0.878600 3.891246 -0.4 0.3 0.0
O -1.968707 1.238589 -1.453425 -0.2 0.7 -0.9
H -1.871864 0.667052 -2.231388 -0.1 -0.1 0.7
H -1.999480 0.704911 -0.662092 0.2 -0.6 0.0
O 2.032022 -1.625083 -0.170875 0.2 -0.5 0.0
H 2.683623 -0.940570 -0.000866 0.2 0.0 -0.3
H 2.354904 -2.187544 -0.891593 -0.1 0.5 0.3

# 6
15
Properties=species:S:1:pos:R:3:forces:R:3 method="wB97M-V/def2-TZVPD" smiles=O.O.O.O.O e_homo_ev=-11.002 fmax_ev_per_a=3.35 orbital_gap_ha=0.4023 charge=0
O -4.373138 16.281971 -37.547452 -1.4 1.9 0.5
H -3.590831 15.930504 -37.888576 1.9 -1.0 -0.9
H -4.870863 15.553219 -37.222849 -0.6 -0.9 0.3
O 0.990489 17.344154 -35.627003 0.2 -0.7 1.8
H 1.039472 16.705233 -34.872527 0.1 1.1 -0.7
H 0.597005 16.788603 -36.286743 -0.4 -0.3 -1.1
O -2.238614 14.254304 -37.533103 -1.5 1.2 1.2
H -1.661189 13.551486 -37.715545 1.1 -1.8 -0.5
H -2.465336 14.154057 -36.585967 0.2 0.2 -0.7
O 0.145058 15.428649 -37.829999 2.4 0.7 0.7
H -0.736299 15.146544 -37.869697 -2.2 -0.4 -0.2
H 0.464815 15.586371 -38.711828 0.1 0.1 -0.5
O 2.361868 14.308113 -36.241012 2.4 -1.5 1.7
H 2.243696 14.153618 -35.288197 0.2 0.1 -0.6
H 1.587411 14.704833 -36.521553 -2.6 1.3 -1.2

# 7
16
Properties=species:S:1:pos:R:3:forces:R:3 method="wB97M-V/def2-TZVPD" e_homo_ev=-20.773 fmax_ev_per_a=1.08 orbital_gap_ha=0.0646 charge=+3
Tl 1.915831 -0.973398 -0.090769 0.2 -0.1 0.0
O 3.915371 2.418242 3.028231 -0.3 -0.8 -0.4
H 3.310511 2.977222 3.515991 -0.6 0.5 0.6
H 4.722691 2.929482 2.972521 1.0 0.4 -0.1
O -1.302359 1.391972 2.950711 0.7 -0.4 -0.4
H -2.168449 0.998702 2.843641 -0.8 -0.4 0.0
H -1.477289 2.267222 3.296481 -0.1 0.9 0.4
O -2.028239 -3.734108 1.728311 0.7 0.6 -0.3
H -2.432389 -4.465968 1.262181 -0.3 -0.8 -0.5
H -2.620349 -3.559118 2.459761 -0.5 0.1 0.8
O -2.533559 -0.256308 -2.470799 0.9 -0.1 0.3
H -3.112289 -0.983208 -2.700829 -0.5 -0.8 -0.4
H -3.121049 0.490132 -2.352879 -0.5 0.8 0.0
O 2.273901 0.052752 -5.108959 -0.2 -0.2 0.9
H 2.825381 0.754082 -5.455679 0.7 0.8 -0.3
H 1.832281 -0.307698 -5.877909 -0.5 -0.5 -0.8

# 8
17
Properties=species:S:1:pos:R:3:forces:R:3 method="wB97M-V/def2-TZVPD" smiles="[SiH3]O[Si](=S)S[SiH3].[SiH4]" e_homo_ev=-9.086 fmax_ev_per_a=2.77 orbital_gap_ha=0.3375 charge=0
Si 1.264521 2.700105 -0.595587 0.9 -0.3 -0.4
O 1.176697 1.204440 0.052775 -0.2 1.4 -0.2
Si 1.487161 -0.154201 0.727817 0.6 -2.0 1.8
S 1.602229 -0.398297 2.712533 -0.1 -0.1 -1.7
S 1.788971 -1.442686 -0.951798 0.0 1.0 1.0
Si 1.104637 -3.281714 -0.089978 -1.1 1.2 -0.2
H 2.663847 3.220531 -0.513990 0.1 -0.6 -0.9
H 0.553995 2.365958 -1.856342 0.3 0.9 0.0
H 0.827787 3.702214 0.304189 -1.4 0.7 0.6
H 0.942600 -3.249102 1.350887 -0.1 0.0 0.3
H 2.131781 -4.082775 -0.551754 1.3 -1.7 -0.5
H -0.141178 -3.441652 -0.845831 -0.2 -0.4 0.2
Si -3.098234 0.554998 0.102455 -1.8 -0.9 -0.1
H -4.339071 0.437621 -0.810369 0.4 -0.4 1.2
H -2.193562 0.454214 -0.927610 2.1 0.2 -1.6
H -3.167425 1.792627 0.759524 0.0 1.5 0.5
H -2.604758 -0.382282 1.133083 -0.6 -0.4 -0.1

# 9
19
Properties=species:S:1:pos:R:3:forces:R:3 method="wB97M-V/def2-TZVPD" e_homo_ev=-14.230 fmax_ev_per_a=7.35 orbital_gap_ha=0.3618 charge=+1
Li -14.562683 -35.173501 -3.382071 2.2 -5.4 -3.0
Li -15.183306 -34.031757 -1.047242 0.1 6.1 -2.6
O -15.013270 -35.251810 -1.909292 -0.7 -3.4 2.5
H -14.601748 -35.582468 -1.087193 -3.0 -1.8 0.5
O -12.832666 -35.187916 -1.579527 3.2 0.7 0.6
H -13.783551 -35.271508 -1.508368 3.5 0.9 -1.6
H -12.522858 -35.193033 -0.673864 1.0 -0.1 0.1
O -14.610316 -37.727669 -1.714566 0.7 -0.7 0.4
H -15.342041 -37.939310 -1.134880 -0.4 -0.4 -0.1
H -14.780731 -36.829402 -1.997959 -0.3 -0.9 -0.4
O -14.915052 -33.753132 -3.406785 -1.3 7.0 -1.7
H -15.623988 -33.110442 -3.382526 -0.4 0.3 -0.5
H -14.117981 -33.228495 -3.482018 0.6 0.6 -0.3
O -17.057404 -36.151202 -1.848105 -3.0 -1.2 0.4
H -17.285821 -35.601104 -2.597403 -0.3 0.0 -0.1
H -16.216588 -35.807871 -1.545799 -0.9 -0.2 -0.6
O -15.491230 -34.479887 0.326621 -0.6 -1.2 5.2
H -15.112656 -34.183694 1.154388 -0.1 0.3 0.6
H -15.667361 -35.410841 0.462797 -0.6 -0.5 0.5

# 10
17
Properties=species:S:1:pos:R:3:forces:R:3 method="wB97M-V/def2-TZVPD" e_homo_ev=-3.824 fmax_ev_per_a=1.51 orbital_gap_ha=0.2782 charge=-1
S 0.997743 1.733276 -1.169048 -0.1 -0.1 -0.8
H 0.733548 1.723754 0.127784 -0.1 0.0 0.4
H -0.691709 -1.717691 1.272703 0.0 0.0 0.0
H 0.281001 -1.887696 0.097118 0.0 -0.1 0.3
O 0.147006 -2.133563 1.040220 0.1 -0.1 -0.1
H -1.996003 0.145716 0.134424 0.6 0.2 -0.2
H -0.646777 0.285227 1.034486 0.1 0.2 -0.9
O -1.599000 0.157068 1.013508 -0.7 -0.4 1.3
H -2.095282 1.804269 -0.661267 0.1 0.2 -0.3
H -1.995988 0.977045 -1.921900 0.2 0.3 0.0
O -2.647268 1.352047 -1.315064 -0.2 -0.3 0.0
H 1.652122 -0.112298 2.179638 -0.1 0.1 0.1
H 2.448168 0.460569 1.062248 -0.1 0.4 -0.4
O 2.006985 0.734093 1.873195 0.1 -0.6 0.5
H 0.703201 -0.606113 -1.867823 -0.3 0.3 0.4
H 1.822290 -1.402899 -1.357599 -0.1 -0.2 0.1
O 0.879968 -1.512800 -1.542615 0.4 0.0 -0.5

# 11
19
Properties=species:S:1:pos:R:3:forces:R:3 method="wB97M-V/def2-TZVPD" e_homo_ev=-14.349 fmax_ev_per_a=5.71 orbital_gap_ha=0.4099 charge=+1
Li 0.100012 -0.495409 0.238741 0.6 0.3 0.1
O -0.882555 2.793186 -0.028322 2.8 -3.7 -1.8
H -1.543755 3.352129 0.234769 -2.9 1.8 0.8
H -1.215231 1.937404 -0.429032 0.1 1.9 1.0
O -1.476941 -0.065917 1.442831 3.2 -0.5 3.5
H -2.224541 0.038227 0.982657 -4.5 0.6 -3.5
H -1.856766 0.072389 2.337661 1.1 -0.2 -0.3
O -0.980559 0.331666 -1.614629 0.1 -1.3 2.1
H -1.260406 -0.461603 -2.046214 -0.3 -1.4 -0.1
H -1.044090 0.901782 -2.330104 0.1 2.4 -2.0
O 0.775727 -2.395494 -1.221343 4.1 1.6 -2.2
H 1.758037 -2.611240 -1.635621 -4.0 0.7 1.8
H 0.444781 -3.178158 -0.848749 -0.4 -2.0 0.7
O 1.588902 1.055057 -0.415181 2.5 -3.1 3.4
H 2.576619 0.899816 -0.435687 -1.8 0.5 -0.1
H 1.363035 1.557979 -1.128014 -0.8 2.3 -3.0
O 1.103975 -1.266468 1.949303 1.2 1.6 -2.9
H 1.915375 -0.824897 2.210636 0.3 0.3 -0.3
H 0.858382 -1.640449 2.736301 -1.5 -1.8 3.0

# 12
18
Properties=species:S:1:pos:R:3:forces:R:3 method="wB97M-V/def2-TZVPD" e_homo_ev=-7.352 fmax_ev_per_a=3.62 orbital_gap_ha=0.2469 charge=0
N -0.273589 1.569205 -2.768524 -2.2 -2.1 -0.7
N 1.854820 1.668490 1.822890 -1.0 0.3 1.3
Si -1.861757 -1.076471 -2.161483 -0.1 -1.2 -0.2
Si 0.811848 -1.229273 2.793457 1.4 -2.2 0.8
Si -0.981274 0.871327 -1.359242 0.4 0.7 1.3
Si 1.289816 0.232667 1.061390 0.3 -0.5 -1.9
H -0.132055 1.054242 -3.646063 -0.1 0.3 0.9
H 0.449265 2.145470 -2.566663 2.7 2.4 0.2
H 2.793403 1.927884 1.733947 1.5 0.5 -0.6
H 1.645464 1.792615 2.819329 -0.3 -0.1 -0.7
H -0.846812 -1.329828 -3.278266 -0.6 0.0 0.5
H -1.436645 -1.838434 -0.936580 -0.4 -0.4 -0.5
H -3.269295 -1.481740 -2.692762 1.0 0.6 0.6
H -0.503294 -1.479328 2.415134 -2.2 -0.5 -0.1
H 1.403220 -2.740358 2.945341 -0.3 1.8 -0.6
H 0.855697 -0.815125 4.221774 0.0 0.5 -0.2
H -1.805879 1.905258 -0.586549 0.4 -0.5 -0.5
H 2.494463 -0.432479 0.324537 -0.8 0.6 0.3